one.
Formula: C5H10N2O2
Source: OMol25
Level of theory: ωB97M-V with the def2-TZVPD basis set

E_LUMO	0.4602	eV
structure (SMILES)	[H]/N=C(\C)C=O.[H]/N=C\OC
multiplicity	1
frontier orbital gap	9.268	eV

Each line ends with the Mulliken charge.
Geometry (Å):
H -1.968 -1.789 -1.896  0.2676
N -1.088 -1.288 -1.749  -0.7060
C -1.132 -0.450 -0.798  0.6912
C -2.293 -0.200 0.117  -1.1955
C 0.024 0.900 -1.091  0.0813
O -0.259 1.950 -0.576  -0.5255
H -2.329 0.845 0.423  0.2902
H -2.136 -0.818 1.007  0.2989
H -3.236 -0.527 -0.323  0.4378
H 0.278 0.740 -2.144  0.4126
H 1.175 -2.394 0.829  0.2922
N 0.517 -1.768 1.282  -0.5584
C 0.505 -0.582 0.905  -0.1644
O 1.556 0.095 -0.025  -0.3806
C 2.416 1.078 0.561  -0.7215
H 0.019 0.256 1.397  0.5779
H 2.997 1.534 -0.242  0.2425
H 1.852 1.850 1.087  0.3433
H 3.101 0.569 1.237  0.3163

***

two.
Formula: C5H10N2O2
Source: OMol25
Level of theory: ωB97M-V with the def2-TZVPD basis set

E_LUMO	0.6571	eV
structure (SMILES)	[H]/N=C(/C(C)=O)N(C)CO
multiplicity	1
frontier orbital gap	9.778	eV

Each line ends with the Mulliken charge.
Geometry (Å):
H 0.853 2.097 -0.295  0.2558
N -0.079 1.774 -0.057  -0.7016
C -0.224 0.524 0.083  0.7107
C -1.692 0.112 0.540  0.6249
C -2.751 1.001 -0.040  -1.1565
O -1.937 -0.771 1.324  -0.5746
N 0.715 -0.446 -0.001  0.0337
C 0.471 -1.871 0.077  -1.0055
C 2.075 -0.039 -0.558  -0.8682
O 2.815 0.774 0.301  -0.4908
H -2.468 2.032 0.160  0.3303
H -3.725 0.769 0.383  0.3288
H -2.774 0.868 -1.121  0.2868
H -0.414 -2.070 0.673  0.3829
H 1.316 -2.356 0.570  0.3492
H 0.344 -2.302 -0.921  0.3068
H 2.613 -0.966 -0.791  0.3923
H 1.935 0.543 -1.476  0.4658
H 2.929 0.328 1.149  0.3293

***

three.
Formula: C5H10N2O2
Source: OMol25
Level of theory: ωB97M-V with the def2-TZVPD basis set

E_LUMO	-0.0088	eV
structure (SMILES)	C=C(N)OC.C=NC=O
multiplicity	1
frontier orbital gap	8.692	eV

Each line ends with the Mulliken charge.
Geometry (Å):
C -0.721 0.261 -1.909  -0.9648
C -0.861 0.490 -0.590  0.6768
N -2.077 0.757 -0.031  -0.4657
O 0.190 1.189 0.257  -0.3638
C 1.454 1.410 -0.335  -0.8111
H 0.231 0.065 -2.383  0.3547
H -1.506 0.560 -2.591  0.2223
H -2.775 1.400 -0.383  0.2023
H -2.443 0.047 0.589  0.2048
H 2.093 1.930 0.386  0.2696
H 1.356 2.002 -1.251  0.3647
H 1.987 0.483 -0.583  0.3156
C 0.074 -2.282 0.480  -0.3676
N -0.210 -1.204 1.098  -0.2089
C 0.709 -0.678 2.033  0.1083
O 1.866 -1.039 2.138  -0.5071
H 1.024 -2.814 0.613  0.2860
H -0.674 -2.684 -0.211  0.2928
H 0.285 0.107 2.673  0.3913

***

four.
Formula: C5H10N2O2
Source: OMol25
Level of theory: ωB97M-V with the def2-TZVPD basis set

E_LUMO	0.6096	eV
structure (SMILES)	CCC(=O)NN.C=C=O
multiplicity	1
frontier orbital gap	9.970	eV

Each line ends with the Mulliken charge.
Geometry (Å):
C 0.420 1.861 1.202  -1.1888
C -0.721 0.963 0.753  -0.3220
C -0.243 -0.591 0.617  0.1132
O 0.809 -0.977 1.076  -0.6185
N -1.175 -1.413 0.104  0.0715
N -1.031 -2.814 0.120  -0.7642
H 0.955 2.255 0.341  0.2879
H 1.124 1.306 1.817  0.2915
H 0.043 2.704 1.784  0.3761
H -1.471 0.879 1.541  0.4619
H -1.284 1.379 -0.081  0.4187
H -2.019 -1.061 -0.332  0.2659
H -0.451 -3.103 -0.676  0.2552
H -0.502 -3.051 0.964  0.2991
C 1.615 0.357 -1.728  -1.0373
C 0.330 0.353 -1.905  0.9013
O -0.734 0.157 -2.369  -0.4197
H 2.037 0.015 -0.790  0.3283
H 2.298 0.782 -2.439  0.2800

***

Least stable of them? one.

***

one.
Formula: C4H6N2O2
Source: OMol25
Level of theory: ωB97M-V with the def2-TZVPD basis set

E_LUMO	0.1499	eV
structure (SMILES)	O=C(O)/C=N/N1CC1
multiplicity	1
frontier orbital gap	9.793	eV

Each line ends with the Mulliken charge.
Geometry (Å):
O -3.792 -0.602 -0.260  -0.4940
C -2.755 -0.062 0.052  0.4187
O -2.512 1.263 0.100  -0.4747
C -1.341 -0.687 -0.118  0.1321
N -0.295 -0.022 -0.091  -0.1851
N 1.009 -0.499 -0.466  -0.3263
C 2.124 -0.244 0.598  -0.4296
C 1.916 0.613 -0.634  -0.3813
H -1.683 1.533 0.251  0.3543
H -1.487 -1.842 0.007  0.2557
H 2.477 -1.504 0.701  0.2648
H 1.892 0.264 1.685  0.2504
H 1.893 1.692 -0.450  0.3285
H 2.554 0.098 -1.373  0.2866

***

two.
Formula: C4H6N2O2
Source: OMol25
Level of theory: ωB97M-V with the def2-TZVPD basis set

E_LUMO	-0.5279	eV
structure (SMILES)	[H]/N=C(\N)C(=O)CC=O
multiplicity	1
frontier orbital gap	9.422	eV

Each line ends with the Mulliken charge.
Geometry (Å):
H -0.841 -0.429 3.160  0.2219
N -0.498 -0.488 2.216  -0.5586
C -0.817 0.410 1.349  -0.1171
N -1.770 1.386 1.488  -0.5914
C -0.151 0.317 0.092  0.8445
O -0.029 1.271 -0.686  -0.6124
C 0.673 -0.758 -0.372  -0.1910
C 0.887 -0.838 -1.922  0.0142
O 1.790 -1.496 -2.410  -0.4754
H -1.582 1.875 2.495  0.3156
H -1.495 2.080 0.850  0.3222
H 0.300 -1.828 -0.130  0.2829
H 1.669 -0.795 0.185  0.2699
H 0.186 -0.180 -2.601  0.2748

***

Least stable of them? one.

***

one.
Formula: C4H6N2O2
Source: OMol25
Level of theory: ωB97M-V with the def2-TZVPD basis set

E_LUMO	0.6997	eV
multiplicity	1
frontier orbital gap	9.063	eV

Each line ends with the Mulliken charge.
Geometry (Å):
C 1.442 0.058 -0.073  0.4484
C 0.239 1.681 0.653  -0.1995
C -0.542 -1.131 0.256  -0.6605
C -1.256 -0.005 -0.373  -0.3933
N 0.858 -1.114 -0.220  -0.3044
N -0.941 1.258 0.251  -0.0240
O 1.662 -0.845 0.967  -0.4164
O 2.351 0.355 -1.026  -0.4791
H -0.618 -1.091 1.305  0.3455
H -0.879 -2.094 0.028  0.4398
H -1.115 0.191 -1.488  0.2621
H -2.376 -0.263 -0.248  0.3204
H -1.627 1.845 0.651  0.2695
H 2.802 1.155 -0.684  0.3915

***

two.
Formula: C4H6N2O2
Source: OMol25
Level of theory: ωB97M-V with the def2-TZVPD basis set

E_LUMO	0.3735	eV
multiplicity	1
frontier orbital gap	9.433	eV

Each line ends with the Mulliken charge.
Geometry (Å):
C -0.505 -1.463 1.440  -0.9468
C -0.397 -0.709 0.153  0.2461
C -0.361 -1.110 -1.112  -0.0630
C 0.500 0.938 -1.134  0.5116
H -1.375 -1.079 2.294  0.2158
H 0.665 -1.040 1.840  0.2164
H -0.616 -2.604 1.490  0.3223
H -0.313 -2.228 -1.555  0.2790
H 1.462 2.737 -0.817  0.3416
H -0.420 2.549 -0.177  0.3676
N 0.835 2.176 -1.522  -0.7879
N 0.451 0.481 0.160  0.2356
O 0.046 -0.168 -1.878  -0.2871
O 0.029 1.519 0.819  -0.6514

***

Least stable of them? two.

***

one.
Formula: C4H6N2O2
Source: OMol25
Level of theory: ωB97M-V with the def2-TZVPD basis set

E_LUMO	0.3160	eV
structure (SMILES)	O[C@@H]1[C@@H]2NN=CO[C@@H]12
multiplicity	1
frontier orbital gap	8.891	eV

Each line ends with the Mulliken charge.
Geometry (Å):
O -2.264 0.246 -0.496  -0.5024
C -1.460 -0.114 0.560  -0.4589
C -0.095 0.590 0.449  -0.2228
N 0.835 1.560 -0.069  -0.2593
N 2.025 0.658 -0.076  -0.4466
C 1.955 -0.555 -0.010  0.0512
O 0.906 -1.401 0.003  -0.4022
C -0.280 -0.779 -0.305  -0.0706
H -3.166 -0.362 -0.129  0.3641
H -1.996 -0.333 1.420  0.5180
H 0.386 0.350 1.463  0.3058
H 0.697 1.860 -1.090  0.3593
H 2.866 -0.952 -0.294  0.4639
H -0.410 -0.767 -1.426  0.3006

***

two.
Formula: C4H6N2O2
Source: OMol25
Level of theory: ωB97M-V with the def2-TZVPD basis set

E_LUMO	0.6285	eV
structure (SMILES)	O[C@H]1[C@@H]2NN=CO[C@@H]12
multiplicity	1
frontier orbital gap	8.964	eV

Each line ends with the Mulliken charge.
Geometry (Å):
O -1.734 -0.068 2.172  -0.5574
C -0.553 0.375 1.577  -0.0798
C 0.347 -0.431 0.644  -0.1925
N 1.612 -0.667 -0.121  -0.0937
N 1.424 -0.308 -1.458  -0.4754
C 0.296 -0.104 -1.938  -0.0238
O -0.751 0.430 -1.222  -0.3973
C -0.330 0.669 0.049  -0.0949
H -2.499 -0.408 1.561  0.3604
H -0.138 1.276 2.156  0.2832
H -0.211 -1.296 0.511  0.3035
H 2.359 -0.223 0.333  0.3534
H 0.338 -0.130 -3.044  0.3675
H 0.216 1.648 -0.057  0.2467

***

three.
Formula: C4H6N2O2
Source: OMol25
Level of theory: ωB97M-V with the def2-TZVPD basis set

E_LUMO	0.6738	eV
structure (SMILES)	COc1conc1N
multiplicity	1
frontier orbital gap	9.885	eV

Each line ends with the Mulliken charge.
Geometry (Å):
C 0.146 -1.984 0.170  -0.5656
O 1.194 -1.118 0.317  -0.3813
C 0.415 0.102 0.237  0.7775
C 0.468 0.512 1.492  -0.3892
O -0.003 1.763 1.621  -0.1612
N -0.616 2.038 0.457  -0.4454
C -0.220 1.127 -0.510  -0.0539
N -0.802 1.224 -1.851  -0.5236
H -0.645 -1.703 1.150  0.2659
H -0.190 -1.734 -0.877  0.2323
H 0.372 -3.246 0.058  0.2265
H 1.031 0.312 2.379  0.4655
H -0.028 0.619 -2.336  0.2863
H -1.121 2.089 -2.306  0.2661

***

Least stable of them? one.

***

one.
Formula: C4H6N2O2
Source: OMol25
Level of theory: ωB97M-V with the def2-TZVPD basis set

E_LUMO	0.1476	eV
multiplicity	1
frontier orbital gap	9.634	eV

Each line ends with the Mulliken charge.
Geometry (Å):
C -0.857 -0.493 -0.041  0.6903
C -2.114 0.280 -0.003  0.3824
C 0.926 -1.479 0.050  -0.5030
C 0.685 0.044 0.387  -0.3072
N -0.546 -1.703 -0.230  -0.6681
N 1.222 1.172 -0.402  -0.6605
O -2.063 1.579 0.182  -0.4656
O -3.152 -0.357 -0.038  -0.5122
H 1.535 -1.749 -0.802  0.3535
H 1.115 -1.854 0.981  0.2797
H 0.701 0.337 1.368  0.4949
H -1.179 1.910 -0.090  0.3673
H 1.532 0.808 -1.382  0.2730
H 2.196 1.505 0.019  0.2754

***

two.
Formula: C4H6N2O2
Source: OMol25
Level of theory: ωB97M-V with the def2-TZVPD basis set

E_LUMO	0.0236	eV
multiplicity	1
frontier orbital gap	8.744	eV

Each line ends with the Mulliken charge.
Geometry (Å):
C 1.277 -0.714 0.361  -0.4106
C -0.101 -0.403 0.128  0.4215
C -1.323 -1.157 0.159  -0.3007
C -0.468 0.916 0.006  0.2042
H 2.395 -0.084 -1.263  0.3113
H 1.411 -0.395 1.401  0.1817
H 1.669 -2.011 0.492  0.2175
H -1.420 -2.345 -0.040  0.2812
H -2.395 1.622 -0.595  0.3077
H 0.982 2.081 -0.454  0.4606
N -2.333 -0.483 -0.145  -0.7171
N -1.894 0.790 -0.088  0.1383
O 2.181 0.072 -0.360  -0.5199
O 0.019 2.110 0.400  -0.5758

***

three.
Formula: C4H6N2O2
Source: OMol25
Level of theory: ωB97M-V with the def2-TZVPD basis set

E_LUMO	0.4477	eV
structure (SMILES)	[H]/N=C/NOC(=O)C=C
multiplicity	1
frontier orbital gap	10.274	eV

Each line ends with the Mulliken charge.
Geometry (Å):
H 0.270 1.529 -3.297  0.2272
N 0.444 1.256 -2.378  -0.5644
C 0.894 0.061 -2.300  -0.0069
N 1.321 -0.478 -1.143  -0.3161
O 0.798 0.236 -0.086  -0.1629
C -0.171 -0.393 0.534  0.8265
O -0.603 -1.528 0.329  -0.6008
C -0.544 0.443 1.658  -0.3994
C -1.117 -0.085 2.756  -0.6371
H 0.823 -0.475 -3.204  0.3996
H 1.245 -1.446 -0.778  0.3621
H -0.489 1.509 1.590  0.3295
H -1.310 -1.163 2.831  0.2515
H -1.561 0.534 3.490  0.2911

***

four.
Formula: C4H6N2O2
Source: OMol25
Level of theory: ωB97M-V with the def2-TZVPD basis set

E_LUMO	0.3643	eV
structure (SMILES)	N/C=C/C(=O)/C=N/O
multiplicity	1
frontier orbital gap	9.095	eV

Each line ends with the Mulliken charge.
Geometry (Å):
N 2.292 -1.377 0.340  -0.4243
C 1.133 -0.684 0.143  0.1482
C 0.502 -0.545 -1.042  -0.5580
C -0.737 0.157 -1.271  0.3664
O -1.217 0.227 -2.410  -0.6039
C -1.592 0.809 -0.239  -0.1563
N -1.207 0.982 0.955  -0.2174
O -2.128 1.709 1.705  -0.4440
H 2.815 -1.737 -0.454  0.2111
H 2.820 -1.320 1.203  0.2157
H 0.658 -0.270 1.035  0.4160
H 0.936 -0.923 -1.981  0.2594
H -2.511 1.236 -0.578  0.4407
H -1.762 1.736 2.593  0.3463

***

Least stable of them? two.

***

one.
Formula: C4H6N2O2
Source: OMol25
Level of theory: ωB97M-V with the def2-TZVPD basis set

E_LUMO	0.1862	eV
structure (SMILES)	[H]/N=c1/occ(O)n1C
multiplicity	1
frontier orbital gap	8.071	eV

Each line ends with the Mulliken charge.
Geometry (Å):
H 2.516 0.866 0.349  0.2225
N 2.503 -0.160 0.074  -0.7538
C 1.277 -0.521 -0.043  0.6474
O 0.902 -1.764 -0.003  -0.3533
C -0.431 -1.945 -0.212  -0.3707
C -1.025 -0.758 0.039  0.3240
O -2.174 -0.174 0.020  -0.5514
N 0.112 0.174 -0.201  0.0341
C -0.009 1.608 -0.175  -0.9951
H -0.844 -2.956 -0.353  0.3598
H -2.676 0.018 0.877  0.3937
H 0.585 2.093 -0.882  0.3095
H -1.065 1.683 -0.351  0.3779
H 0.328 1.836 0.861  0.3554

***

two.
Formula: C4H6N2O2
Source: OMol25
Level of theory: ωB97M-V with the def2-TZVPD basis set

E_LUMO	0.0243	eV
multiplicity	1
frontier orbital gap	9.486	eV

Each line ends with the Mulliken charge.
Geometry (Å):
C 1.455 2.164 0.111  -1.1088
C 1.084 0.860 0.705  0.6581
C -0.595 -0.917 0.123  0.4670
C -1.514 -1.075 -1.254  0.0190
H 1.239 2.019 -1.136  0.2817
H 0.292 3.072 0.374  0.2429
H 2.565 2.528 0.483  0.3264
H 2.198 1.102 2.179  0.2364
H -0.647 0.910 -0.570  0.2584
H -2.192 -1.883 -1.183  0.3943
N 1.518 0.389 1.752  -0.5637
N -0.140 0.288 0.239  -0.1960
O -0.376 -2.043 0.616  -0.5628
O -1.583 -0.292 -2.140  -0.4529

***

three.
Formula: C4H6N2O2
Source: OMol25
Level of theory: ωB97M-V with the def2-TZVPD basis set

E_LUMO	-0.4263	eV
structure (SMILES)	OCC1(O)C=NN=C1
multiplicity	1
frontier orbital gap	9.487	eV

Each line ends with the Mulliken charge.
Geometry (Å):
O -1.294 0.741 1.850  -0.5044
C -0.320 0.965 0.791  -1.1003
C 0.225 -0.177 0.135  1.6460
O 0.963 -1.096 0.959  -0.6082
C 1.090 0.088 -1.070  -0.5503
N 0.748 -0.688 -2.145  -0.3593
N -0.448 -1.380 -1.811  -0.3579
C -0.744 -1.076 -0.559  -0.6574
H -1.652 1.845 1.615  0.4057
H 0.613 1.503 1.126  0.4018
H -0.575 1.652 0.047  0.5141
H 1.219 -1.867 0.524  0.3869
H 1.958 0.851 -1.113  0.3474
H -1.785 -1.361 -0.349  0.4358

***

Least stable of them? three.